The following is a DFT calculation (wB97M-V/def2-TZVPD) of C3H7N2S as an isolated structure.

XYZ file:
```
13
Properties=species:S:1:pos:R:3:forces:R:3:lowdin_charge:R:1
C -3.89056 0.89581 0.50632 1.20 -0.51 -0.97 0.15
C 0.60500 -0.19327 -0.59723 -1.68 -0.71 -1.27 -0.28
C 2.68493 0.43725 0.05685 3.81 -0.64 0.48 -0.08
N -2.85664 0.47476 0.22945 -1.24 0.25 0.98 0.13
N 1.62665 -0.48132 0.10667 -0.76 0.15 0.84 -0.18
S -0.74129 -1.52936 -0.41870 -0.43 0.88 0.64 0.80
H -4.88944 1.28825 0.59014 0.12 0.04 0.27 0.11
H -1.85353 -0.41636 0.15867 0.44 -0.30 -0.48 -0.02
H 3.62893 -0.10437 -0.27528 -1.05 0.57 0.42 0.13
H 2.42726 1.08854 -0.70518 -0.12 1.87 -1.12 0.06
H 2.91947 0.88368 1.03443 -0.38 0.07 -0.40 0.11
H 1.73895 -1.08260 0.88439 -0.42 -1.68 0.60 0.14
H -1.39974 -1.26101 -1.57054 0.52 0.00 0.02 -0.07
```
Forces are in eV/Å.

Summary:
Total energy in hartree: -625.8065
HOMO in eV: -13.10
HOMO-LUMO gap in eV: 9.4
Net charge: +1
Energy above the lowest of the compared OMol25 structures with the same formula, charge and spin in eV: 4.509

The following is a DFT calculation (wB97M-V/def2-TZVPD) of one molecule with the formula C4H11N3O.

XYZ file:
```
19
Properties=species:S:1:pos:R:3:forces:R:3:lowdin_charge:R:1
C -0.73577 0.24768 0.61751 -0.50 -0.77 0.24 -0.43
C 1.11939 -0.31706 -0.94342 -0.68 -0.22 0.54 -0.21
C -0.89988 -1.02005 1.46351 0.01 -0.06 0.15 -0.07
C -1.70787 0.22981 -0.56795 0.03 0.14 -0.10 -0.08
N 0.69331 0.39882 0.27462 0.93 0.92 -0.54 -0.19
N 1.04193 1.81579 0.24717 0.34 -0.32 0.05 0.04
N 2.60714 -0.44276 -1.08836 0.67 -2.34 0.46 -0.01
O 2.97989 -1.61990 -1.11187 -1.09 2.87 -0.02 -0.01
H -1.03496 1.07972 1.27088 0.60 -0.01 -0.35 0.13
H 1.85094 1.97047 0.85808 -0.41 -0.35 -0.28 0.08
H 1.34219 2.13864 -0.67562 -0.27 -0.35 0.05 0.07
H 0.70892 -1.33326 -0.95988 -0.02 0.19 0.21 0.11
H 0.77834 0.19740 -1.85049 0.18 0.16 -0.17 0.12
H -1.92922 -1.10871 1.82761 0.09 0.00 -0.14 0.08
H -1.58249 -0.66286 -1.19043 0.02 0.08 0.08 0.07
H -0.24386 -0.98879 2.34127 -0.06 0.03 -0.24 0.08
H -0.66475 -1.92665 0.89640 -0.02 0.08 0.02 0.07
H -2.74299 0.22793 -0.20805 0.20 0.01 -0.02 0.08
H -1.58026 1.11378 -1.20099 -0.01 -0.06 0.05 0.08
```
Forces are in eV/Å.

Summary:
SMILES: CC(C)N(N)CN=O
Total energy in hartree: -398.3812
HOMO in eV: -8.86
HOMO-LUMO gap in eV: 8.5
Net charge: 0
Energy above the lowest of the compared OMol25 structures with the same formula, charge and spin in eV: 4.706

The following is a DFT calculation (wB97M-V/def2-TZVPD) of one molecule with the formula C3H7NO3.

XYZ file:
```
14
Properties=species:S:1:pos:R:3:forces:R:3:lowdin_charge:R:1
O 0.78329 1.66823 -1.27240 -0.32 -0.28 0.69 0.10
C 1.04321 0.81767 -0.44701 0.77 0.39 -1.42 -0.48
O 2.24538 0.82886 0.16518 -0.77 -0.91 0.81 0.11
C 0.19404 -0.41516 -0.20517 -0.55 0.60 0.30 -0.30
C -1.26633 0.08461 -0.16769 -0.08 -1.35 -0.23 -0.19
O -2.11412 -1.06179 0.02701 1.27 0.28 0.51 -0.05
N 0.45574 -1.17732 1.00553 -0.15 0.58 -0.05 0.07
H 2.62320 1.67492 -0.04511 0.57 0.78 -0.33 0.11
H 0.34553 -1.00932 -1.11116 -0.10 -0.23 0.14 0.16
H -1.53862 0.54086 -1.11549 0.27 0.39 0.07 0.12
H -1.39832 0.78171 0.66410 0.05 0.16 -0.04 0.13
H -2.90616 -0.85877 -0.43124 -1.25 0.05 -0.53 0.06
H 1.44862 -1.27282 1.17137 0.09 -0.02 -0.06 0.07
H 0.08458 -0.60166 1.76210 0.17 -0.44 0.13 0.09
```
Forces are in eV/Å.

Summary:
SMILES: N[C@@H](CO)C(=O)O
Total energy in hartree: -398.9870
HOMO in eV: -9.63
HOMO-LUMO gap in eV: 10.3
Net charge: 0
Energy above the lowest of the compared OMol25 structures with the same formula, charge and spin in eV: 1.377

The following is a DFT calculation (wB97M-V/def2-TZVPD) of a 4-piece molecular cluster, C20H20F3N3O3 overall.

XYZ file:
```
49
Properties=species:S:1:pos:R:3:forces:R:3:lowdin_charge:R:1
O 3.89098 -1.35288 4.38692 -0.37 0.39 0.04 0.09
C 3.07674 -0.63718 3.84654 -0.13 -0.32 0.05 -0.31
C 2.63281 0.70384 4.50465 -0.78 0.29 -1.13 0.02
C 2.05726 1.66426 3.73911 0.09 -1.15 -0.49 0.02
C 1.88180 1.44544 2.20066 0.28 -0.07 0.82 -0.31
O 1.77422 2.43280 1.50249 -0.14 -0.54 0.11 0.08
C 1.87680 0.00751 1.65554 0.11 -2.28 -0.04 -0.02
C 1.29858 -0.37258 0.37847 0.05 -0.80 -0.76 -0.13
C 0.60726 0.67272 -0.58173 0.32 -0.45 1.27 -0.11
C -0.73361 1.15306 0.09375 1.03 1.66 -0.89 -0.18
O -1.87527 0.33645 -0.20652 0.60 -0.37 1.18 -0.13
C -2.08899 -0.68546 0.75178 -0.64 -0.51 -0.13 -0.10
C -2.79594 -0.21492 2.06561 -0.49 -1.10 0.61 -0.49
F -3.24602 -1.37277 2.69651 0.51 1.33 -0.63 0.08
F -3.91249 0.55478 1.85894 1.51 -0.53 0.26 0.11
F -1.98146 0.40690 2.97161 -0.89 -0.31 -1.12 0.12
C 1.27894 -1.76959 -0.10506 0.96 0.48 2.77 -0.06
C 1.85472 -2.81950 0.72535 -0.50 2.90 0.08 -0.03
C 2.43142 -2.42872 2.00740 -0.13 0.25 -0.36 -0.01
C 2.46618 -1.07433 2.49611 -1.41 1.21 -1.89 -0.06
H 2.73710 0.88563 5.59670 0.29 -0.58 -0.95 0.12
H 1.68901 2.63701 4.14587 0.50 -0.91 -0.52 0.13
H 1.29988 1.54833 -0.69130 -0.84 -0.73 0.04 0.12
H 0.41638 0.22936 -1.58755 0.14 0.28 0.84 0.09
H -0.95958 2.17526 -0.32624 0.01 -1.05 0.42 0.14
H -0.53344 1.30264 1.18219 -0.57 -0.33 -0.77 0.11
H -1.17705 -1.26439 1.04314 -0.55 0.67 -0.15 0.14
H -2.79001 -1.42581 0.27200 0.62 0.71 0.61 0.15
H 0.80253 -1.99643 -1.08035 0.51 0.22 0.88 0.10
H 1.81500 -3.85787 0.33734 0.24 0.79 0.67 0.11
H 2.86115 -3.22730 2.64840 -0.28 0.74 -0.46 0.11
C -5.18987 0.25070 -0.80225 -0.06 0.17 0.21 -0.07
C -5.62225 -0.45705 -2.00447 -0.01 0.07 0.06 -0.27
N -5.96225 -1.01297 -2.95027 0.09 0.06 0.08 0.12
H -4.98182 1.30120 -1.00956 -0.02 -0.10 -0.14 0.09
H -5.95154 0.21760 -0.02219 -0.06 -0.11 -0.16 0.09
H -4.28427 -0.18208 -0.38958 -0.09 -0.03 -0.25 0.03
C -1.99849 0.93150 -4.37185 -0.38 -0.08 -0.02 -0.06
C -0.56788 1.19477 -4.24183 -0.08 -0.01 -0.02 -0.27
N 0.55743 1.40049 -4.13960 -0.10 -0.03 0.03 0.13
H -2.21773 0.35368 -5.27060 0.19 0.03 0.02 0.09
H -2.37914 0.36653 -3.51910 0.20 0.03 0.03 0.07
H -2.57067 1.85828 -4.43157 0.19 0.04 0.02 0.08
C 4.32873 0.41384 -2.63243 0.21 0.37 -0.02 -0.06
C 3.52056 -0.79664 -2.53440 0.04 0.10 -0.07 -0.25
N 2.87990 -1.74626 -2.45721 0.20 0.08 -0.20 0.15
H 4.51753 0.84781 -1.64905 -0.12 -0.17 0.03 0.08
H 5.29712 0.21082 -3.09180 -0.11 -0.18 0.02 0.08
H 3.83242 1.17516 -3.23654 -0.16 -0.19 0.01 0.08
```
Forces are in eV/Å.

Summary:
SMILES: O=C1C=CC(=O)c2c(CCOCC(F)(F)F)cccc21.CC#N.CC#N.CC#N
Total energy in hartree: -1463.6155
HOMO in eV: -9.38
HOMO-LUMO gap in eV: 8.2
Net charge: 0
Energy above the lowest of the compared OMol25 structures with the same formula, charge and spin in eV: 3.637

The following is a DFT calculation (wB97M-V/def2-TZVPD) of one molecule with the formula C13H17Cl2N3P2S.

XYZ file:
```
38
Properties=species:S:1:pos:R:3:forces:R:3:lowdin_charge:R:1
C -3.29876 3.24220 1.24045 0.62 -0.65 -0.25 -0.31
P -2.02547 2.64869 2.44939 -0.17 0.12 0.51 0.91
C -0.73919 3.95187 2.28070 -0.18 -0.36 -0.52 -0.30
C -1.24468 1.27155 1.51062 -0.12 1.03 0.38 -0.43
C -2.04731 0.43452 0.70281 0.04 -0.37 -0.17 -0.12
N -1.56699 -0.56661 0.03048 0.13 -0.10 0.03 0.15
C -0.22130 -0.78214 0.13375 -0.28 -0.15 0.02 -0.15
C 0.35498 -1.84876 -0.60136 -0.01 -0.05 -0.04 -0.10
C -0.54377 -2.67932 -1.47564 0.12 -0.17 -0.04 -0.15
C -1.06831 -1.91158 -2.68570 0.19 0.13 -0.28 -0.26
C 0.02565 -1.77814 -3.75315 -0.40 0.01 0.53 -0.58
Cl -0.06982 -0.18162 -4.55361 0.09 -0.06 -0.18 0.54
C 1.70994 -2.09476 -0.50668 -0.32 0.05 0.07 -0.28
N 2.29927 -3.12067 -1.26008 -0.05 0.21 -0.08 0.08
C 2.49411 -1.27008 0.34961 -0.25 0.08 -0.26 -0.57
Cl 4.19078 -1.60166 0.35638 0.14 0.27 0.22 0.73
C 1.94509 -0.24609 1.08131 0.73 0.40 -0.05 -0.35
P 2.97788 0.75311 2.21286 0.40 -1.00 1.09 0.37
S 3.92573 -0.25355 3.59838 -0.11 0.07 -0.21 0.06
C 0.55868 0.02840 0.96759 0.44 0.08 0.29 -0.22
N 0.03613 1.07545 1.66996 -0.23 -0.50 -0.52 0.09
H -2.96089 3.01072 0.23177 -0.02 0.15 -0.20 0.04
H -4.23181 2.71575 1.40140 -0.26 0.16 0.10 0.02
H -3.41669 4.31484 1.31791 -0.18 0.17 0.21 0.03
H 0.22786 3.50604 2.48295 0.14 0.04 0.21 0.01
H -0.72712 4.33686 1.26316 0.06 0.09 -0.13 0.04
H -0.94832 4.76313 2.96369 0.03 0.13 0.23 0.03
H -3.11000 0.61265 0.64102 -0.19 0.00 -0.06 0.10
H 0.00896 -3.53418 -1.84864 0.10 -0.21 -0.01 0.10
H -1.34961 -3.08456 -0.87171 -0.26 0.12 0.04 0.12
H -1.37704 -0.91554 -2.40577 -0.14 0.17 0.23 0.07
H -1.94493 -2.39976 -3.10101 -0.10 -0.12 -0.07 0.11
H -0.07523 -2.54673 -4.50589 0.10 -0.05 -0.27 0.07
H 0.99914 -1.86051 -3.28593 0.23 0.11 -0.09 0.05
H 3.30485 -3.06851 -1.26606 0.06 -0.17 0.12 0.03
H 1.97774 -4.04013 -1.00228 0.00 -0.12 -0.08 0.10
H 3.86287 1.50129 1.42021 -0.37 0.17 -0.26 -0.02
H 2.06757 1.61783 2.81710 0.03 0.33 -0.52 -0.04
```
Forces are in eV/Å.

Summary:
SMILES: CP(C)c1cnc2c(CCCCl)c(N)c(Cl)c([PH2]=S)c2n1
Total energy in hartree: -2671.1388
HOMO in eV: -8.33
HOMO-LUMO gap in eV: 7.5
Net charge: 0
Energy above the lowest of the compared OMol25 structures with the same formula, charge and spin in eV: 0.000

The following is a DFT calculation (wB97M-V/def2-TZVPD) of one molecule with the formula C5H6O2.

XYZ file:
```
13
Properties=species:S:1:pos:R:3:forces:R:3:lowdin_charge:R:1
O 1.26523 2.04373 0.65066 -0.22 -0.47 -0.16 0.10
C 0.75133 1.02341 0.25865 0.11 0.16 0.05 -0.34
C 1.49552 -0.26533 -0.10344 0.25 0.12 0.06 -0.09
O 0.56850 -1.12447 -0.75410 0.48 -0.07 -0.23 -0.08
C -0.71105 -0.55381 -0.74986 -0.48 0.09 0.00 -0.27
C -1.28263 -0.47432 0.61108 -0.29 -0.01 -0.12 -0.02
C -0.68443 0.77345 -0.04143 0.10 0.17 -0.07 -0.11
H 1.92372 -0.72544 0.80132 -0.20 0.04 -0.21 0.14
H 2.32584 -0.03566 -0.78182 -0.14 0.00 0.09 0.14
H -1.29484 -0.76580 -1.63866 0.12 0.10 0.10 0.15
H -0.66920 -1.02881 1.30218 -0.12 0.14 0.48 0.12
H -2.35522 -0.46089 0.79344 0.29 -0.03 -0.11 0.11
H -1.32021 1.61722 -0.29518 0.10 -0.24 0.10 0.15
```
Forces are in eV/Å.

Summary:
SMILES: O=C1CO[C@H]2C[C@@H]12
Total energy in hartree: -344.5488
HOMO in eV: -9.54
HOMO-LUMO gap in eV: 10.5
Net charge: 0
Energy above the lowest of the compared OMol25 structures with the same formula, charge and spin in eV: 1.446